(P)
Density functional theory data (ωB97M-V with the def2-TZVPD basis set) for 3 unconnected molecules or ions with the total composition C4H15N2O2.

The frontier orbital gap comes out at 0.4119 Eh. Its highest occupied orbital energy is -14.35 eV.

ORCA input file:
```
! wB97M-V def2-TZVPD RIJCOSX def2/J DEFGRID3
* xyz 1 1
C -1.26 1.92 0.41
C -2.17 0.76 0.52
C -1.54 -0.48 -0.31
N 0.85 -1.50 -1.62
C -0.08 -0.83 -2.33
N -1.01 -0.13 -1.66
H -1.21 2.42 -0.57
H -1.46 2.89 1.10
H -0.19 1.65 0.81
H -3.20 0.88 0.09
H -2.19 0.62 1.67
H -2.35 -1.29 -0.54
H -0.66 -0.78 0.40
H 1.69 -1.89 -2.04
H 0.86 -1.62 -0.61
H 0.10 -0.79 -3.42
H -1.59 0.50 -2.31
H 2.39 0.43 2.58
H 3.88 0.83 2.41
O 3.08 0.58 1.96
H 2.27 -2.03 1.37
H 2.02 -0.63 1.27
O 1.74 -1.50 0.84
*
```

Here are the natural (NBO) charges for atoms 1 to 8, given in e: -0.64, -0.42, -0.25, -0.73, 0.39, -0.54, 0.21, 0.25

(Q)
Density functional theory data (ωB97M-V with the def2-TZVPD basis set) for 3 unconnected molecules or ions with the total composition C4H15N2O2.

The frontier orbital gap comes out at 0.3589 Eh. Its highest occupied orbital energy is -12.77 eV.

ORCA input file:
```
! wB97M-V def2-TZVPD RIJCOSX def2/J DEFGRID3
* xyz 1 1
C -1.88 1.53 0.21
C -0.78 1.58 1.28
C 0.47 1.03 0.72
C 1.01 -0.13 1.01
N 2.02 -0.73 0.14
N -2.10 0.14 -0.23
H -1.63 2.19 -0.62
H -2.78 1.88 0.68
H -1.09 0.95 2.10
H -0.69 2.59 1.69
H 0.93 1.52 -0.13
H 0.73 -0.77 1.84
H 2.24 -0.06 -0.60
H 2.82 -1.00 0.72
H 1.69 -1.63 -0.24
H -1.62 -0.03 -1.10
H -3.08 -0.04 -0.41
H -0.11 -3.67 -0.36
H -0.94 -2.59 0.27
O -0.01 -2.81 0.11
H 1.06 1.13 -2.66
H 1.53 -0.26 -3.06
O 1.10 0.22 -2.34
*
```

Here are the natural (NBO) charges for atoms 1 to 8, given in e: -0.21, -0.45, -0.11, -0.07, -0.70, -0.86, 0.18, 0.21

(R)
Density functional theory data (ωB97M-V with the def2-TZVPD basis set) for 2 unconnected molecules or ions with the total composition C4H15N2O2.

The frontier orbital gap comes out at 0.3813 Eh. Its highest occupied orbital energy is -13.29 eV.

ORCA input file:
```
! wB97M-V def2-TZVPD RIJCOSX def2/J DEFGRID3
* xyz 1 1
N 1.63 0.92 0.78
C 0.46 -0.19 1.08
C -0.05 -0.75 -0.30
C 0.82 -1.71 -1.00
O -0.30 0.42 -1.01
C -0.87 0.41 1.74
N -0.34 1.48 2.67
H 1.44 1.91 1.06
H 2.52 0.50 1.18
H 1.72 0.80 -0.25
H 1.08 -0.86 1.73
H -1.02 -1.40 -0.04
H 1.88 -1.58 -1.12
H 0.88 -2.90 -0.77
H 0.53 -1.81 -2.19
H -0.90 0.28 -1.83
H -1.72 -0.36 2.02
H -1.25 0.90 0.85
H -0.19 1.19 3.61
H -0.84 2.40 2.55
H -2.18 -0.53 -3.38
H -1.71 0.71 -4.07
O -1.59 0.17 -3.34
*
```

Here are the natural (NBO) charges for atoms 1 to 8, given in e: -0.73, -0.01, 0.04, -0.70, -0.78, -0.26, -0.89, 0.47

Of them, (R) has the lowest stability.

(P)
Density functional theory data (ωB97M-V with the def2-TZVPD basis set) for 2 unconnected molecules or ions with the total composition C4H13NO.

The structure (SMILES) is CCCCN.O. The frontier orbital gap comes out at 0.3618 Eh. Its highest occupied orbital energy is -9.08 eV.

ORCA input file:
```
! wB97M-V def2-TZVPD RIJCOSX def2/J DEFGRID3
* xyz 0 1
C -1.24 0.39 0.95
C -1.00 -1.07 0.62
C 0.24 -1.35 -0.30
C 0.16 -0.75 -1.73
N -0.87 0.12 -2.18
H -0.57 1.12 0.49
H -1.08 0.62 2.01
H -2.28 0.70 0.88
H -0.80 -1.74 1.46
H -1.80 -1.52 0.04
H 1.22 -1.20 0.16
H 0.31 -2.44 -0.37
H 0.21 -1.60 -2.44
H 1.17 -0.40 -1.99
H -0.98 1.02 -1.78
H -1.80 -0.30 -2.12
O 2.83 2.99 2.24
H 3.44 3.33 1.59
H 2.85 2.07 2.45
*
```

Here are the natural (NBO) charges for atoms 1 to 8, given in e: -0.64, -0.41, -0.41, -0.24, -0.83, 0.21, 0.21, 0.21

(Q)
Density functional theory data (ωB97M-V with the def2-TZVPD basis set) for 2 unconnected molecules or ions with the total composition C4H13NO.

The structure (SMILES) is CCNCC.O. The frontier orbital gap comes out at 0.3381 Eh. Its highest occupied orbital energy is -8.44 eV.

ORCA input file:
```
! wB97M-V def2-TZVPD RIJCOSX def2/J DEFGRID3
* xyz 0 1
C -0.81 0.84 -0.54
C 0.31 0.26 0.25
N 0.40 -1.15 -0.05
C 1.60 -1.84 0.44
C 2.73 -1.77 -0.59
H -1.15 1.83 -0.19
H -1.66 0.14 -0.50
H -0.47 0.93 -1.58
H 1.32 0.65 0.00
H 0.18 0.35 1.35
H 0.26 -1.22 -1.07
H 1.82 -1.33 1.40
H 1.30 -2.89 0.68
H 2.96 -0.70 -0.67
H 2.40 -2.13 -1.58
H 3.66 -2.31 -0.32
O -5.10 3.25 1.30
H -5.59 3.78 0.63
H -4.16 3.31 1.02
*
```

Here are the natural (NBO) charges for atoms 1 to 8, given in e: -0.62, -0.22, -0.63, -0.22, -0.63, 0.21, 0.22, 0.20

Of them, (P) has the lowest stability.

(P)
Density functional theory data (ωB97M-V with the def2-TZVPD basis set) for 2 unconnected molecules or ions with the total composition C4H13NO.

The structure (SMILES) is CCCCN.O. The frontier orbital gap comes out at 0.3573 Eh. Its highest occupied orbital energy is -8.99 eV.

ORCA input file:
```
! wB97M-V def2-TZVPD RIJCOSX def2/J DEFGRID3
* xyz 0 1
C -1.61 0.35 0.28
C -0.41 0.02 -0.73
C 0.57 1.22 -0.62
C 1.28 1.20 0.68
N 1.48 -0.13 1.27
H -1.31 0.63 1.25
H -2.28 -0.61 0.09
H -2.32 1.10 0.04
H 0.04 -0.91 -0.69
H -0.94 0.01 -1.71
H 1.31 1.20 -1.56
H -0.12 1.95 -0.73
H 0.79 1.97 1.25
H 2.12 1.88 0.51
H 2.31 0.00 1.91
H 0.70 -0.37 1.61
O -0.43 -2.80 -0.92
H -0.38 -3.37 -1.72
H -0.81 -3.34 -0.21
*
```

Here are the natural (NBO) charges for atoms 1 to 8, given in e: -0.64, -0.39, -0.39, -0.26, -0.81, 0.19, 0.21, 0.21

(Q)
Density functional theory data (ωB97M-V with the def2-TZVPD basis set) for 2 unconnected molecules or ions with the total composition C4H13NO.

The structure (SMILES) is CCN(C)C.O. The frontier orbital gap comes out at 0.3566 Eh. Its highest occupied orbital energy is -8.74 eV.

ORCA input file:
```
! wB97M-V def2-TZVPD RIJCOSX def2/J DEFGRID3
* xyz 0 1
C -2.12 0.38 0.24
C -0.77 0.55 -0.42
N 0.36 -0.39 -0.27
C 0.24 -1.19 0.97
C 0.41 -1.33 -1.41
H -2.85 1.03 -0.28
H -2.37 -0.67 0.19
H -2.25 0.84 1.23
H -0.31 1.51 -0.15
H -0.90 0.81 -1.50
H -0.78 -1.61 1.06
H 0.55 -0.51 1.78
H 0.84 -2.09 1.02
H 1.35 -1.89 -1.34
H -0.52 -1.89 -1.51
H 0.53 -0.77 -2.35
O 1.75 1.83 0.84
H 1.86 0.89 0.62
H 1.87 2.45 0.12
*
```

Here are the natural (NBO) charges for atoms 1 to 8, given in e: -0.64, -0.25, -0.46, -0.43, -0.42, 0.22, 0.20, 0.22

Of them, (P) has the lowest stability.

(P)
Density functional theory data (ωB97M-V with the def2-TZVPD basis set) for 2 unconnected molecules or ions with the total composition C4H13NO.

The structure (SMILES) is CCN(C)C.O. The frontier orbital gap comes out at 0.3355 Eh. Its highest occupied orbital energy is -8.22 eV.

ORCA input file:
```
! wB97M-V def2-TZVPD RIJCOSX def2/J DEFGRID3
* xyz 0 1
C 0.90 0.40 1.67
C 0.14 -0.86 1.08
N -0.48 -0.25 -0.16
C -0.53 -1.27 -1.38
C -1.58 0.72 0.13
H 1.27 1.19 0.96
H 0.22 1.00 2.30
H 1.77 0.17 2.15
H -0.52 -1.29 1.74
H 0.94 -1.54 0.79
H -1.21 -2.04 -0.96
H 0.54 -1.71 -1.57
H -0.93 -0.94 -2.32
H -2.41 0.34 0.84
H -1.15 1.71 0.47
H -1.93 0.90 -0.94
O 1.84 1.09 -1.40
H 0.97 0.68 -1.38
H 2.14 1.69 -2.01
*
```

Here are the natural (NBO) charges for atoms 1 to 8, given in e: -0.62, -0.22, -0.50, -0.43, -0.42, 0.24, 0.19, 0.20

(Q)
Density functional theory data (ωB97M-V with the def2-TZVPD basis set) for 2 unconnected molecules or ions with the total composition C4H13NO.

The structure (SMILES) is CCNCC.O. The frontier orbital gap comes out at 0.3531 Eh. Its highest occupied orbital energy is -8.75 eV.

ORCA input file:
```
! wB97M-V def2-TZVPD RIJCOSX def2/J DEFGRID3
* xyz 0 1
C 1.27 -0.78 -2.11
C 1.22 -0.94 -0.60
N -0.10 -0.55 -0.07
C -0.07 -0.35 1.37
C -1.49 -0.26 1.92
H 0.92 -1.68 -2.62
H 2.29 -0.62 -2.47
H 0.65 0.07 -2.42
H 1.36 -1.98 -0.29
H 2.03 -0.36 -0.14
H -0.45 0.22 -0.62
H 0.45 -1.22 1.77
H 0.46 0.56 1.63
H -1.46 -0.31 3.01
H -1.94 0.70 1.67
H -2.09 -1.07 1.54
O -0.76 2.36 -0.45
H -0.02 1.79 -0.25
H -0.92 3.03 0.24
*
```

Here are the natural (NBO) charges for atoms 1 to 8, given in e: -0.62, -0.22, -0.63, -0.21, -0.61, 0.21, 0.21, 0.20

(R)
Density functional theory data (ωB97M-V with the def2-TZVPD basis set) for 2 unconnected molecules or ions with the total composition C4H13NO.

The structure (SMILES) is CCC.NCO. The frontier orbital gap comes out at 0.3841 Eh. Its highest occupied orbital energy is -9.55 eV.

ORCA input file:
```
! wB97M-V def2-TZVPD RIJCOSX def2/J DEFGRID3
* xyz 0 1
C -1.40 -0.04 -0.74
C -2.58 -0.85 -0.20
C -2.24 -1.28 1.25
H -0.57 -0.68 -1.04
H -1.67 0.78 -1.42
H -0.96 0.60 0.04
H -3.43 -0.17 -0.19
H -2.77 -1.75 -0.77
H -1.17 -1.45 1.36
H -2.67 -2.19 1.66
H -2.52 -0.44 1.89
N 3.45 1.83 -0.46
C 2.42 0.73 -0.56
O 2.27 0.15 0.72
H 4.21 1.59 -1.08
H 3.76 1.61 0.48
H 2.87 -0.04 -1.19
H 1.45 1.04 -0.93
H 1.54 0.54 1.19
*
```

Here are the natural (NBO) charges for atoms 1 to 8, given in e: -0.62, -0.40, -0.61, 0.21, 0.21, 0.19, 0.20, 0.20

Of them, (P) has the lowest stability.